{
  "formula": "C45H95N5O5",
  "method": "the ωB97M-V functional and the def2-TZVPD basis",
  "elements": ["C", "C", "C", "C", "C", "C", "C", "C", "C", "N", "O", "H", "H", "H", "H", "H", "H", "H", "H", "H", "H", "H", "H", "H", "H", "H", "H", "H", "H", "H", "C", "C", "C", "C", "C", "C", "C", "C", "C", "N", "O", "H", "H", "H", "H", "H", "H", "H", "H", "H", "H", "H", "H", "H", "H", "H", "H", "H", "H", "H", "C", "C", "C", "C", "C", "C", "C", "C", "C", "N", "O", "H", "H", "H", "H", "H", "H", "H", "H", "H", "H", "H", "H", "H", "H", "H", "H", "H", "H", "H", "C", "C", "C", "C", "C", "C", "C", "C", "C", "N", "O", "H", "H", "H", "H", "H", "H", "H", "H", "H", "H", "H", "H", "H", "H", "H", "H", "H", "H", "H", "C", "C", "C", "C", "C", "C", "C", "C", "C", "N", "O", "H", "H", "H", "H", "H", "H", "H", "H", "H", "H", "H", "H", "H", "H", "H", "H", "H", "H", "H"],
  "xyz": [[1.22752, -7.12303, 2.04990], [1.98049, -5.94117, 2.70215], [3.30086, -6.50954, 3.23051], [2.27103, -4.93019, 1.58253], [2.91177, -3.69253, 2.13483], [2.08288, -3.02389, 3.22286], [1.43826, -3.96874, 4.26814], [2.42253, -4.18237, 5.44123], [0.11974, -3.37728, 4.71861], [1.10493, -5.25752, 3.62137], [0.47626, -6.14276, 4.52137], [1.95391, -7.81283, 1.61656], [0.64420, -7.66394, 2.78843], [0.60415, -6.78642, 1.22064], [3.81368, -7.11482, 2.48122], [3.97823, -5.76390, 3.64259], [3.16862, -7.25291, 4.03039], [2.85578, -5.45328, 0.82291], [1.30461, -4.68147, 1.13300], [3.93811, -3.85725, 2.47949], [3.06766, -2.91701, 1.37403], [1.25848, -2.42312, 2.83613], [2.71617, -2.33290, 3.78433], [1.89641, -4.78296, 6.18773], [2.56343, -3.22933, 5.96526], [3.41203, -4.48033, 5.11775], [-0.48299, -3.96147, 5.40301], [-0.45680, -3.16266, 3.80835], [0.23885, -2.32990, 5.02861], [1.05444, -6.25362, 5.29077], [-0.74032, -2.67679, -1.11520], [-0.84241, -1.15259, -1.13693], [-2.05914, -0.71289, -1.93388], [-0.98120, -0.65549, 0.31700], [0.31826, -0.24429, 1.00730], [1.16327, 0.64465, 0.12167], [1.53948, -0.07333, -1.15916], [2.19986, 0.96935, -2.05704], [2.52324, -1.23875, -0.93758], [0.30503, -0.49903, -1.80423], [0.51364, -1.08434, -3.07437], [-0.66268, -3.12395, -2.10851], [0.09248, -3.04579, -0.51756], [-1.67583, -3.05979, -0.69761], [-1.98189, -1.01730, -2.98198], [-2.96180, -1.28052, -1.65997], [-2.30872, 0.34106, -1.83714], [-1.69165, 0.17351, 0.31540], [-1.33403, -1.44353, 0.98814], [0.13340, 0.21679, 1.98507], [0.91647, -1.11034, 1.31816], [2.04311, 1.03975, 0.63593], [0.56404, 1.53568, -0.10567], [1.55745, 1.83790, -2.21902], [2.31926, 0.59757, -3.08502], [3.22229, 1.22372, -1.77720], [3.26710, -1.00948, -0.17100], [3.09611, -1.38881, -1.85609], [2.00718, -2.17066, -0.72446], [0.33474, -0.36333, -3.68634], [-1.61185, -4.80750, -6.05244], [-1.96460, -3.58483, -6.88617], [-3.26438, -3.97376, -7.65323], [-2.36770, -2.40860, -5.98551], [-2.35893, -1.06571, -6.68584], [-1.05757, -0.87720, -7.43982], [-0.65853, -1.94468, -8.42924], [-1.53083, -1.86678, -9.68955], [0.80575, -1.78938, -8.79257], [-0.83239, -3.24500, -7.74320], [-0.55227, -4.28733, -8.65705], [-1.54083, -5.70281, -6.66870], [-0.66404, -4.62797, -5.54075], [-2.37845, -5.03026, -5.30708], [-3.03733, -4.74585, -8.40755], [-4.00460, -4.50180, -7.05377], [-3.72377, -3.16093, -8.21322], [-3.38655, -2.58989, -5.62852], [-1.75085, -2.49235, -5.08069], [-3.21144, -1.04498, -7.37226], [-2.49877, -0.22865, -6.00143], [-0.24442, -0.50368, -6.80489], [-1.19530, 0.07246, -7.99074], [-1.71874, -0.83606, -9.99723], [-2.45546, -2.43818, -9.66403], [-1.01068, -2.28828, -10.55795], [1.05692, -0.72465, -8.86210], [1.13182, -2.32703, -9.67681], [1.43356, -2.10599, -7.95328], [-1.36753, -4.48370, -9.13741], [-4.47679, -0.39250, 3.99673], [-3.31581, 0.41281, 4.59287], [-2.10417, -0.51719, 4.65010], [-2.88592, 1.57964, 3.71753], [-3.85554, 2.74377, 3.70935], [-3.90399, 3.24956, 5.13543], [-4.30608, 2.20767, 6.17088], [-3.86049, 2.73611, 7.52605], [-5.82176, 2.00189, 6.06730], [-3.54005, 0.96605, 5.91418], [-3.83704, -0.02149, 6.87063], [-4.12377, -1.03237, 3.18944], [-4.82915, -1.06585, 4.78537], [-5.32365, 0.20511, 3.65863], [-1.33246, -0.13698, 5.32396], [-2.34221, -1.50806, 5.04318], [-1.64861, -0.60538, 3.66206], [-1.93458, 1.97144, 4.10536], [-2.57933, 1.25353, 2.71666], [-3.59938, 3.52086, 2.99008], [-4.85908, 2.40609, 3.42187], [-4.55114, 4.13185, 5.26165], [-2.96666, 3.74862, 5.41483], [-2.80116, 2.98336, 7.49961], [-4.04283, 2.02510, 8.33028], [-4.40528, 3.65525, 7.76294], [-6.17408, 1.00701, 6.36550], [-6.12722, 1.98101, 5.01590], [-6.37251, 2.76945, 6.60521], [-4.75675, -0.29294, 6.72411], [2.47927, 4.79569, -0.55744], [3.47534, 5.91159, -0.86422], [4.70513, 5.27078, -1.53879], [2.90854, 6.95775, -1.81386], [1.98283, 7.98350, -1.15707], [2.64617, 8.56270, 0.08260], [3.16283, 7.51017, 1.07055], [4.02105, 8.27593, 2.07956], [1.95340, 6.89375, 1.81217], [3.99536, 6.55641, 0.35674], [4.45316, 5.55851, 1.26992], [1.42875, 5.07885, -0.43239], [2.43376, 4.08688, -1.39226], [2.74646, 4.21631, 0.32546], [4.98975, 4.37007, -0.99059], [4.50683, 5.06747, -2.58773], [5.55903, 5.93340, -1.38509], [3.70977, 7.45821, -2.36553], [2.29038, 6.44876, -2.55987], [1.69791, 8.80484, -1.81403], [1.07010, 7.42196, -0.92155], [2.05144, 9.32520, 0.58023], [3.56993, 9.02344, -0.30362], [4.40234, 7.60433, 2.85330], [3.45959, 9.07730, 2.55117], [4.90685, 8.63756, 1.55036], [1.69737, 7.44619, 2.71411], [2.16673, 5.84731, 2.03435], [1.05367, 6.86098, 1.19206], [5.37152, 5.82224, 1.36939]],
  "forces_ev_per_angstrom": [[0.185, 0.103, -0.007], [0.315, -0.589, -1.068], [0.310, -0.575, 0.986], [-0.323, -0.384, 0.151], [0.648, 1.193, -0.275], [-0.377, -0.237, 0.739], [0.890, -0.841, -0.181], [-1.026, 1.189, 0.281], [-0.316, 1.501, -0.913], [-0.745, 0.258, -0.035], [0.012, 0.093, 0.257], [-0.002, -0.002, 0.026], [-0.107, -0.012, -0.079], [-0.263, 0.058, 0.227], [0.058, 0.453, -0.304], [0.085, 0.032, -0.246], [-0.396, 0.265, 0.082], [0.194, 0.259, -0.030], [0.034, 0.069, -0.024], [-0.155, -0.358, 0.212], [-0.159, -0.267, -0.205], [0.148, -0.104, -0.463], [-0.029, 0.106, -0.073], [0.703, -0.495, 0.060], [-0.063, 0.040, -0.155], [-0.068, -0.580, 0.162], [0.163, -0.040, 0.171], [-0.216, -0.736, 0.054], [0.322, -0.337, 0.785], [0.174, -0.096, -0.081], [-0.424, -0.425, -0.299], [0.653, -0.004, 0.082], [-1.194, -1.080, -0.423], [0.545, 0.124, 0.604], [0.672, -0.020, 0.390], [-0.614, 0.305, 0.581], [0.522, -0.036, -0.278], [0.012, -0.200, -1.522], [0.309, 0.216, -0.349], [-0.793, 0.977, 0.079], [0.296, -0.227, 0.160], [0.160, 0.243, -0.054], [-0.022, 0.090, 0.124], [0.142, -0.081, 0.161], [0.409, 0.416, -0.047], [0.165, 0.153, 0.512], [0.321, 0.105, -0.066], [0.057, 0.059, 0.236], [-0.699, -0.082, -0.504], [-0.346, 0.267, -0.238], [-0.137, -0.206, -0.463], [0.164, -0.313, -0.073], [0.040, -0.078, -0.285], [0.152, 0.206, 0.575], [0.035, -0.355, 0.242], [-0.188, 0.243, 0.486], [-0.170, -0.037, 0.164], [-0.135, -0.141, -0.027], [0.066, -0.007, 0.230], [-0.049, -0.049, -0.071], [0.342, -0.067, 0.286], [-1.884, -0.107, -0.428], [0.468, -0.728, -1.239], [0.074, -0.393, 0.870], [0.404, -0.581, -0.008], [-0.140, 2.581, -0.254], [-0.888, -0.912, 0.213], [0.353, -0.021, -1.169], [0.778, 0.547, 0.778], [0.695, -0.073, 0.146], [0.250, -0.130, 0.264], [0.245, 0.067, -0.096], [-0.004, -0.161, -0.021], [-0.065, 0.285, 0.018], [0.023, 0.152, -0.002], [0.032, 0.434, 0.443], [-0.144, 0.139, 0.305], [0.069, -0.231, 0.000], [0.221, 0.634, -0.167], [0.114, 0.075, -0.125], [-0.046, -0.101, 0.148], [0.102, -1.027, 0.432], [-0.012, -0.390, -0.383], [-0.234, 0.009, 0.265], [-0.207, 0.302, 0.379], [0.171, -0.086, 0.229], [-0.192, -0.033, -0.537], [-0.188, -0.007, -0.105], [-0.214, -0.291, -0.035], [-0.096, 0.132, -0.142], [-0.189, -0.058, 0.513], [0.435, -0.059, -0.652], [0.435, -0.367, 0.586], [0.813, 0.674, -0.681], [-0.571, -0.383, 0.214], [0.071, 1.670, 0.101], [0.254, -0.452, -0.371], [-0.383, 0.139, 0.369], [-0.266, -0.708, -0.541], [0.310, 0.546, 0.688], [-0.068, -0.061, -0.136], [-0.021, 0.115, -0.135], [-0.125, -0.078, -0.183], [0.075, 0.056, -0.055], [-0.124, 0.284, -0.054], [-0.154, -0.008, -0.208], [-0.157, -0.196, -0.068], [-0.103, -0.122, 0.265], [-0.562, -0.273, -0.027], [0.246, 0.042, 0.114], [0.098, -0.017, -0.101], [-0.497, -0.435, -0.215], [0.385, -0.718, -0.128], [0.061, -0.154, 0.000], [0.013, -0.049, -0.047], [-0.023, -0.040, -0.038], [0.167, 0.206, 0.648], [0.023, 0.518, 0.057], [-0.095, -0.033, -0.007], [-0.006, -0.055, 0.041], [-0.913, -0.664, -0.342], [0.465, -0.565, 0.308], [0.085, 0.048, 0.874], [-0.526, 0.643, -0.466], [-0.209, -0.597, 0.633], [1.146, -0.307, -0.939], [-1.451, 0.693, 0.761], [0.718, -0.844, -0.138], [-0.079, -0.630, -0.447], [0.114, 0.668, -0.346], [-0.041, 0.167, -0.213], [0.185, 0.490, 0.129], [0.253, 0.065, -0.001], [0.232, 0.099, -0.026], [-0.217, -0.226, -0.305], [0.139, -0.114, -0.043], [-0.083, 0.222, -0.515], [0.120, -0.006, 0.197], [0.318, -0.223, -0.098], [0.064, -0.171, -0.265], [-0.111, 0.364, 0.198], [-0.067, -0.079, 0.140], [-0.231, 0.397, 0.155], [-0.220, 0.042, 0.108], [0.032, 0.116, -0.064], [-0.120, 0.368, 0.083], [0.130, -0.062, 0.093], [0.042, 0.134, 0.451], [0.074, 0.157, -0.069], [0.142, -0.219, 0.153]],
  "mulliken_charge": [-1.808, 1.693, -1.858, -1.129, -0.150, -0.408, 1.652, -1.617, -2.309, 0.222, -0.488, 0.390, 0.423, 0.356, 0.446, 0.306, 0.385, 0.452, 0.121, 0.474, 0.035, -0.310, 0.265, 0.548, 0.407, 0.282, 0.452, 0.428, 0.468, 0.372, -1.655, 2.354, -1.494, -1.584, 0.614, -1.496, 1.856, -2.289, -1.846, 0.444, -0.485, 0.237, 0.077, 0.583, -0.008, 0.404, 0.419, 0.103, 0.335, 0.509, -0.777, 0.573, 0.325, 0.439, 0.451, 0.376, 0.321, 0.476, 0.291, 0.335, -2.081, 1.642, -1.768, -0.663, -0.790, -1.402, 2.161, -1.694, -1.928, 0.051, -0.477, 0.388, 0.450, 0.365, 0.425, 0.469, 0.359, 0.341, -0.050, 0.333, 0.400, 0.357, 0.511, 0.359, 0.317, 0.384, 0.396, 0.350, 0.418, 0.362, -1.732, 2.416, -2.163, -0.880, -0.751, -1.444, 1.623, -1.984, -1.358, 0.126, -0.460, 0.370, 0.462, 0.301, 0.557, 0.515, 0.053, 0.510, -0.160, 0.370, 0.262, 0.431, 0.415, 0.441, 0.382, 0.420, 0.206, 0.340, 0.421, 0.344, -2.030, 2.348, -2.211, -1.329, -0.655, -1.234, 1.638, -2.063, -1.603, 0.106, -0.461, 0.312, 0.378, 0.501, 0.408, 0.395, 0.505, 0.455, 0.360, 0.397, 0.314, 0.390, 0.391, 0.442, 0.439, 0.447, 0.429, 0.274, 0.288, 0.366],
  "gap_ev": 8.67,
  "e_tot_ha": -2421.3137,
  "smiles": "CC1(C)CCCC(C)(C)N1O.CC1(C)CCCC(C)(C)N1O.CC1(C)CCCC(C)(C)N1O.CC1(C)CCCC(C)(C)N1O.CC1(C)CCCC(C)(C)N1O",
  "relative_energy_kcal_mol": 20.4,
  "homo_energy_ha": -0.30097
}